{
  "formula": "C41H66N2P2SiZr",
  "method": "ωB97M-V with the def2-TZVPD basis set",
  "elements": ["Zr", "C", "C", "C", "P", "C", "C", "C", "C", "C", "C", "C", "C", "C", "C", "N", "C", "C", "C", "C", "C", "C", "C", "P", "C", "C", "C", "C", "C", "C", "H", "H", "H", "H", "H", "H", "H", "H", "H", "H", "H", "H", "H", "H", "H", "H", "H", "H", "H", "H", "H", "H", "H", "H", "H", "H", "H", "H", "H", "H", "H", "H", "H", "H", "H", "H", "H", "H", "H", "H", "C", "Si", "C", "C", "H", "H", "H", "H", "H", "H", "H", "H", "H", "C", "C", "C", "C", "C", "C", "C", "C", "C", "C", "C", "C", "N", "H", "H", "H", "H", "H", "H", "H", "H", "H", "H", "H", "H", "H", "H", "H", "H", "H"],
  "xyz": [[0.259, 0.593, -0.183], [-1.997, 1.121, -3.706], [-0.666, 0.674, -4.314], [-0.923, -0.184, -5.549], [0.335, -0.072, -2.944], [2.127, 0.053, -3.393], [2.634, -0.659, -4.643], [2.929, -0.394, -2.172], [-0.111, -1.820, -2.867], [0.054, -2.731, -3.916], [-0.339, -4.054, -3.824], [-0.159, -5.015, -4.967], [-0.932, -4.453, -2.626], [-1.115, -3.582, -1.574], [-0.700, -2.235, -1.653], [-0.775, -1.364, -0.575], [-1.556, -1.792, 0.525], [-2.920, -2.036, 0.392], [-3.670, -2.457, 1.475], [-3.084, -2.630, 2.724], [-3.895, -3.052, 3.919], [-1.723, -2.375, 2.851], [-0.943, -1.957, 1.776], [0.848, -1.563, 1.825], [1.286, -1.265, 3.616], [1.347, -2.466, 4.567], [0.469, -0.125, 4.234], [1.701, -3.188, 1.474], [0.851, -4.425, 1.749], [2.284, -3.224, 0.065], [-2.614, 1.613, -4.460], [-1.847, 1.817, -2.880], [-2.554, 0.259, -3.327], [-0.102, 1.562, -4.610], [-1.483, -1.085, -5.293], [-0.009, -0.484, -6.059], [-1.523, 0.389, -6.259], [2.276, 1.128, -3.521], [2.582, -1.742, -4.528], [3.681, -0.397, -4.815], [2.076, -0.376, -5.535], [2.825, -1.468, -2.021], [2.602, 0.122, -1.253], [3.988, -0.157, -2.285], [0.501, -2.393, -4.842], [0.472, -4.584, -5.745], [-1.116, -5.276, -5.423], [0.308, -5.944, -4.635], [-1.254, -5.483, -2.511], [-1.572, -3.947, -0.665], [-3.383, -1.897, -0.579], [-4.731, -2.643, 1.352], [-4.863, -3.449, 3.616], [-4.076, -2.207, 4.586], [-3.379, -3.821, 4.496], [-1.271, -2.522, 3.821], [2.316, -0.902, 3.518], [0.367, -2.899, 4.763], [1.742, -2.123, 5.526], [2.000, -3.262, 4.215], [-0.503, -0.475, 4.579], [0.291, 0.688, 3.530], [0.998, 0.275, 5.102], [2.549, -3.182, 2.166], [0.050, -4.507, 1.014], [0.391, -4.407, 2.737], [1.467, -5.324, 1.675], [1.502, -3.209, -0.697], [2.869, -4.136, -0.076], [2.946, -2.373, -0.099], [0.832, 3.564, -3.040], [1.174, 3.041, -1.226], [3.089, 3.179, -1.192], [0.499, 4.598, -0.368], [-0.235, 3.604, -3.273], [1.320, 2.943, -3.793], [1.226, 4.577, -3.167], [3.390, 4.230, -1.230], [3.505, 2.692, -2.079], [3.572, 2.732, -0.321], [1.068, 5.466, -0.713], [0.526, 4.577, 0.720], [-0.544, 4.755, -0.657], [-3.384, 1.017, 1.973], [-2.932, 2.274, 1.230], [-2.583, 1.970, -0.231], [-1.882, 3.029, 2.024], [-2.289, 4.165, 2.703], [-1.412, 4.871, 3.514], [-0.102, 4.441, 3.595], [0.373, 3.335, 2.890], [1.880, 3.095, 3.007], [2.459, 1.822, 2.397], [2.678, 4.284, 2.443], [-0.539, 2.586, 2.118], [-0.168, 1.458, 1.421], [-4.195, 0.516, 1.440], [-3.737, 1.278, 2.972], [-2.556, 0.314, 2.077], [-3.794, 2.948, 1.182], [-1.988, 1.047, -0.327], [-2.044, 2.797, -0.700], [-3.487, 1.770, -0.811], [-3.319, 4.493, 2.606], [-1.743, 5.742, 4.064], [0.593, 4.989, 4.222], [2.085, 3.046, 4.084], [2.344, 1.820, 1.310], [1.991, 0.921, 2.785], [3.530, 1.783, 2.616], [2.649, 4.274, 1.350], [3.723, 4.212, 2.750], [2.291, 5.245, 2.774]],
  "forces_ev_per_angstrom": [[0.021, -0.671, 1.354], [-0.001, -0.006, 0.004], [-0.013, 0.001, 0.016], [0.007, 0.020, -0.008], [0.047, 0.034, -0.055], [0.004, -0.006, -0.051], [0.001, 0.016, 0.000], [-0.068, 0.018, 0.022], [-0.042, 0.001, 0.030], [0.032, -0.014, -0.009], [-0.009, 0.003, 0.014], [0.000, -0.006, -0.008], [0.011, 0.006, -0.019], [0.003, 0.039, -0.005], [0.047, -0.030, 0.017], [-0.163, 0.283, -0.079], [0.101, -0.049, -0.026], [0.001, -0.017, 0.049], [0.006, 0.005, -0.001], [0.014, 0.008, -0.003], [-0.012, -0.008, 0.009], [0.004, 0.028, 0.000], [-0.004, 0.009, -0.047], [-0.064, -0.013, -0.125], [0.020, -0.010, -0.025], [-0.032, 0.014, -0.009], [-0.092, -0.005, -0.016], [0.035, 0.011, 0.061], [0.011, -0.004, 0.007], [0.008, 0.008, -0.020], [-0.006, -0.004, -0.006], [0.002, 0.005, -0.012], [-0.003, -0.001, 0.013], [0.000, 0.019, 0.018], [-0.008, 0.010, 0.001], [0.001, -0.011, 0.005], [0.004, 0.002, -0.008], [-0.033, 0.014, 0.022], [-0.004, -0.005, -0.001], [0.002, -0.003, 0.005], [-0.003, 0.005, -0.008], [-0.001, -0.002, 0.010], [0.127, -0.010, -0.065], [0.004, -0.016, -0.018], [0.001, -0.002, 0.014], [0.001, 0.000, -0.005], [0.000, -0.004, -0.001], [0.002, -0.003, -0.002], [-0.002, -0.005, 0.002], [0.001, -0.007, 0.011], [0.007, -0.003, -0.001], [-0.004, 0.001, 0.003], [-0.003, -0.003, 0.003], [-0.002, 0.004, 0.000], [0.000, 0.001, 0.006], [0.011, 0.045, 0.032], [0.022, -0.053, -0.033], [0.038, 0.009, 0.010], [-0.002, -0.002, 0.007], [0.019, -0.008, -0.042], [-0.103, -0.079, 0.000], [-0.080, -0.160, 0.159], [0.010, 0.002, 0.020], [-0.001, 0.015, 0.047], [-0.016, 0.007, 0.000], [0.004, 0.001, 0.017], [0.003, 0.002, -0.010], [0.006, 0.015, 0.001], [-0.010, -0.012, -0.002], [0.007, -0.009, 0.002], [0.007, 0.012, 0.049], [0.226, 0.220, -0.260], [-0.028, 0.003, -0.002], [-0.034, -0.062, 0.089], [-0.015, -0.017, 0.002], [0.010, -0.006, -0.016], [-0.008, 0.012, 0.000], [0.002, 0.007, -0.024], [0.008, -0.019, -0.002], [-0.011, 0.008, 0.024], [-0.001, 0.014, -0.007], [-0.024, 0.019, -0.075], [-0.011, 0.003, -0.006], [0.007, -0.003, 0.026], [-0.025, 0.029, -0.005], [0.124, -0.027, -0.014], [-0.048, 0.022, 0.015], [0.015, -0.025, 0.020], [0.021, -0.033, -0.033], [-0.010, -0.023, 0.023], [0.032, 0.061, 0.077], [0.028, -0.037, -0.012], [0.151, -0.133, 0.094], [-0.004, -0.058, -0.069], [-0.173, -0.078, 0.081], [-0.194, 0.248, -1.189], [-0.001, -0.016, -0.009], [-0.010, -0.003, -0.001], [0.003, 0.005, 0.001], [0.009, -0.011, 0.007], [-0.322, 0.005, -0.042], [0.010, -0.006, 0.001], [-0.005, 0.033, -0.003], [-0.005, 0.003, 0.005], [0.002, 0.002, 0.001], [0.033, 0.025, 0.001], [0.018, 0.025, -0.009], [0.090, 0.054, 0.034], [0.229, 0.287, -0.192], [0.041, 0.008, 0.020], [0.006, 0.015, 0.091], [0.017, -0.009, -0.008], [-0.027, 0.029, 0.048]],
  "lowdin_charge": [1.21, -0.13, -0.52, -0.11, 1.02, -0.54, -0.10, -0.13, -0.29, -0.07, -0.28, -0.05, -0.03, -0.03, -0.33, -0.17, -0.37, -0.04, -0.04, -0.27, -0.05, -0.05, -0.30, 1.09, -0.54, -0.11, -0.11, -0.53, -0.10, -0.12, 0.08, 0.04, 0.08, 0.09, 0.08, 0.06, 0.08, 0.07, 0.07, 0.08, 0.06, 0.06, 0.02, 0.09, 0.09, 0.07, 0.08, 0.08, 0.12, 0.10, 0.13, 0.11, 0.07, 0.08, 0.08, 0.09, 0.09, 0.06, 0.08, 0.06, 0.08, 0.03, 0.09, 0.09, 0.07, 0.06, 0.08, 0.06, 0.08, 0.05, -0.26, 0.44, -0.26, -0.24, 0.01, -0.01, 0.03, 0.03, 0.01, 0.00, 0.03, 0.00, 0.02, -0.05, -0.35, -0.08, -0.16, -0.05, -0.09, -0.07, -0.16, -0.34, -0.09, -0.06, -0.30, -0.24, 0.08, 0.09, 0.06, 0.13, 0.01, 0.07, 0.09, 0.11, 0.10, 0.11, 0.13, 0.02, 0.00, 0.09, 0.05, 0.08, 0.07],
  "e_lumo_ha": 0.012,
  "orbital_gap_ev": 7.187,
  "homo_ev": -6.85,
  "e_tot_ev": -74306.0546
}